Entry from OMol25: 13 unconnected molecules or ions with the total composition C72H68N10O29 at a distorted geometry (the ωB97M-V functional and the def2-TZVPD basis).

* energy: -5513.03796 Ha
* LUMO: -1.32 eV
* relative energy (zero: lowest compared OMol25 entry of this formula, charge and spin): 0.000 eV

ORCA input file:
```
! wB97M-V def2-TZVPD RIJCOSX def2/J DEFGRID3
* xyz 0 1
C 2.40623 -2.85011 -2.92138
C 3.28045 -2.90016 -4.16063
C 3.80347 -1.64173 -4.71217
O 5.07345 -1.49011 -4.07709
C 5.45913 -2.77821 -3.70152
O 6.51711 -3.06563 -3.23980
O 4.49635 -3.68092 -3.92991
H 2.86374 -2.28625 -2.10772
H 2.07580 -3.85278 -2.59666
H 1.47222 -2.33990 -3.12365
H 2.65815 -3.38947 -4.92742
H 3.18780 -0.73226 -4.45415
H 3.89857 -1.65608 -5.78795
C 1.51428 -4.73449 4.60068
C 0.50468 -5.41439 3.67130
C -0.38470 -6.46640 4.33809
O -1.66117 -5.78621 4.41051
C -1.68718 -4.66619 3.67052
O -2.64936 -3.99376 3.53914
O -0.43333 -4.41954 3.20693
H 1.05679 -4.51110 5.56006
H 1.82884 -3.73994 4.19853
H 2.39440 -5.38586 4.74914
H 1.07148 -5.77670 2.85513
H -0.09918 -6.63453 5.35633
H -0.41147 -7.41836 3.81108
C -1.76194 5.90420 1.62994
C -2.14467 4.66104 0.84711
C -3.45965 4.66941 0.04857
O -3.09928 3.79235 -1.03664
C -1.78517 3.75988 -1.14068
O -1.22688 3.24059 -2.04470
O -1.18259 4.42891 -0.14127
H -0.88437 5.81610 2.16127
H -2.57012 6.17262 2.32416
H -1.69749 6.79481 0.96792
H -2.11887 3.79038 1.52850
H -3.72944 5.63373 -0.35826
H -4.32108 4.22608 0.45715
C 6.18812 0.93278 -1.77535
C 6.34973 1.48032 -0.47144
C 6.59104 2.83916 -0.32004
C 6.78962 3.61321 -1.48006
C 6.75262 3.05939 -2.73934
C 6.40730 1.73269 -2.87081
N 6.96781 5.01096 -1.26923
O 6.84721 5.40941 -0.11504
O 7.17549 5.72535 -2.23496
H 5.90051 -0.07846 -1.85191
H 6.11237 0.91274 0.38494
H 6.62976 3.30609 0.65823
H 6.99230 3.65134 -3.61827
H 6.33617 1.36973 -3.94283
C -0.27679 3.62041 -6.54901
C -0.75385 3.25412 -5.29526
C -0.40826 2.02162 -4.72130
C 0.39113 1.16429 -5.47670
C 0.84636 1.46829 -6.74494
C 0.50455 2.70771 -7.26794
N 0.72759 -0.11647 -4.88617
O 0.62200 -0.18374 -3.71150
O 1.14506 -1.03584 -5.57620
H -0.45479 4.60639 -6.95097
H -1.48483 3.89937 -4.83460
H -0.95322 1.67619 -3.88266
H 1.33558 0.73090 -7.25224
H 1.00056 2.89101 -8.18607
C -6.48979 1.65079 0.13112
C -5.16728 1.31562 -0.10057
C -4.34507 1.16247 1.01798
C -4.86217 1.39911 2.27904
C -6.13786 1.87139 2.52692
C -6.96141 1.95137 1.41966
N -3.98284 1.21591 3.43655
O -2.82454 0.77097 3.24473
O -4.40283 1.40556 4.55329
H -7.10682 1.72397 -0.75962
H -4.90385 0.99318 -1.06298
H -3.33669 0.74861 0.96757
H -6.41626 2.02353 3.54394
H -8.06233 2.12160 1.57799
C 1.85783 -4.57232 0.51987
C 0.69149 -4.63853 -0.24134
C 0.54707 -5.69127 -1.14766
C 1.63369 -6.59470 -1.22640
C 2.70140 -6.61276 -0.40892
C 2.83085 -5.52098 0.43414
N 1.50350 -7.79947 -2.13214
O 2.41976 -8.55996 -2.25384
O 0.41666 -7.93466 -2.69202
H 2.00148 -3.77015 1.21733
H -0.04122 -3.82596 -0.24587
H -0.20900 -5.63960 -1.93513
H 3.38269 -7.40718 -0.19053
H 3.72144 -5.39757 1.05799
C 4.56508 6.99420 -3.32051
C 3.88353 6.17872 -4.27646
C 3.13673 5.10268 -3.88082
C 3.10801 4.83527 -2.49364
C 3.77181 5.53265 -1.53815
C 4.50203 6.66403 -2.00117
N 2.45063 3.60459 -2.05699
O 2.09955 3.41861 -0.88797
O 2.37353 2.75041 -2.95111
H 5.14348 7.82324 -3.68955
H 3.85746 6.39109 -5.36277
H 2.65844 4.44556 -4.63121
H 3.85701 5.31708 -0.46563
H 5.07066 7.15989 -1.22931
C 0.85715 2.46693 2.13395
C 0.08072 1.93050 3.17008
C 0.64095 2.05523 4.43897
C 1.83655 2.78238 4.60182
C 2.60160 3.29283 3.57706
C 2.05057 3.10332 2.31282
N 2.39572 2.93104 6.00449
O 3.36193 3.71561 6.08267
O 1.84127 2.30237 6.88830
H 0.53352 2.41908 1.09569
H -0.90257 1.50115 3.08721
H 0.11354 1.64655 5.33118
H 3.58440 3.68411 3.74348
H 2.50208 3.53010 1.44885
C -6.40045 -2.17304 4.22051
C -7.39770 -1.46938 3.49148
C -7.28314 -1.36433 2.14201
C -6.20898 -1.94361 1.51445
C -5.21683 -2.59196 2.17728
C -5.32151 -2.70502 3.55853
N -6.07308 -1.82859 -0.01239
O -6.93648 -1.30965 -0.71397
O -5.01270 -2.23623 -0.41447
H -6.40530 -2.30830 5.31088
H -8.19827 -1.06058 4.02957
H -8.02945 -0.89639 1.53150
H -4.39234 -3.11464 1.63092
H -4.51153 -3.24883 4.01243
C -3.33090 -2.56203 -3.36570
C -3.61729 -1.32501 -3.89368
C -3.12659 -1.00982 -5.13763
C -2.43635 -1.97638 -5.89783
C -2.15342 -3.21830 -5.37927
C -2.62260 -3.49418 -4.12361
N -2.10073 -1.63175 -7.29688
O -1.21492 -2.18458 -7.90643
O -2.78459 -0.71251 -7.73091
H -3.83499 -2.95216 -2.44599
H -4.16787 -0.61350 -3.31880
H -3.15917 0.01299 -5.58877
H -1.72591 -3.98618 -5.99225
H -2.58000 -4.49953 -3.72461
C -0.50066 -1.84384 5.45373
C -1.63944 -1.07959 5.58164
C -1.76772 -0.07491 6.46360
C -0.73568 0.17208 7.31672
C 0.41864 -0.48589 7.26225
C 0.58890 -1.42969 6.24000
N -0.92363 1.24647 8.36655
O -1.90904 1.95938 8.32635
O -0.12652 1.24609 9.29992
H -0.32132 -2.60830 4.74227
H -2.49671 -1.27853 4.96917
H -2.69687 0.41288 6.52719
H 1.29129 -0.21180 7.89596
H 1.53030 -1.96678 6.16121
C -1.54146 -1.06330 -0.07374
C -0.55620 -0.38949 -0.77063
C 0.73492 -0.22834 -0.25832
C 0.96272 -0.75394 1.06341
C -0.06407 -1.37725 1.81256
C -1.36016 -1.51111 1.23237
N 2.36613 -0.91258 1.52952
O 3.24310 -0.28066 0.86891
O 2.55774 -1.59975 2.47831
H -2.53041 -1.21274 -0.52301
H -0.77178 -0.01327 -1.70052
H 1.45301 0.29846 -0.79622
H 0.16502 -1.55492 2.84934
H -2.09639 -1.97133 1.85385
*
```